Version i
Computed, not measured: C9H11NO in the gas phase, with wB97M-V/def2-TZVPD.

Values from the calculation:
SMILES string	CN(C)C(=O)c1ccccc1

Structure (XYZ):
```
22
C9H11NO (wB97M-V/def2-TZVPD)
O -1.31926 -1.70957 -0.64205
N -1.95972 0.32018 0.08862
C 0.97531 0.88756 -0.67870
C 1.35698 -1.13328 0.56768
C 2.68149 -0.86445 0.63317
C -0.96405 -0.65534 -0.24241
C -3.36565 -0.01149 -0.08894
C 3.17684 0.31936 0.06663
C -1.71414 1.47449 0.88167
C 0.43248 -0.28358 -0.16099
C 2.32128 1.18922 -0.60942
H -2.03499 2.36398 0.28715
H -0.76425 1.66444 0.93796
H -3.24382 -0.81430 -0.97700
H 4.00227 0.66324 0.07831
H -3.95608 -0.23666 1.06405
H 0.08744 1.46547 -1.26854
H 2.86872 2.11134 -1.24307
H -3.88248 0.76057 -0.74102
H -2.32590 1.47955 2.00793
H 3.32757 -1.42311 1.14286
H 0.79034 -2.13414 1.01531
```

=====

Version ii
Computed, not measured: 2 unconnected molecules or ions with the total composition C9H11NO, with wB97M-V/def2-TZVPD.

Values from the calculation:
SMILES string	Cc1c[nH]c2ccccc12.O

Structure (XYZ):
```
22
C9H11NO (wB97M-V/def2-TZVPD)
O 1.83412 2.22206 2.09294
N -1.25803 0.57141 1.13436
C 0.61624 -2.67395 0.87669
C -0.58149 -0.57340 0.76148
C -0.10509 -1.66768 1.51065
C -0.18653 -0.42101 -0.59437
C 0.59489 -1.44068 -1.24651
C -0.53427 1.49107 -2.40448
C -0.67234 0.82560 -1.05066
C 0.97047 -2.57687 -0.48276
C -1.38317 1.38017 0.01055
H -0.46923 0.65831 -3.12482
H -0.20719 -1.67434 2.60387
H -1.42242 2.09818 -2.64781
H 0.88370 -1.34921 -2.30188
H 1.85964 2.81093 2.88085
H -1.96659 2.29783 0.08556
H -1.66264 0.76838 2.05307
H 0.36387 2.12191 -2.51398
H 0.87590 2.10070 1.90491
H 0.90892 -3.58584 1.41373
H 1.54122 -3.38356 -0.96140
```

=====

Most stable = version ii

=====

Version i
Computed, not measured: C9H11NO in the gas phase, with wB97M-V/def2-TZVPD.

Values from the calculation:
SMILES string	CC[C@]1(O)Cc2cccnc21

Structure (XYZ):
```
22
C9H11NO (wB97M-V/def2-TZVPD)
O 0.86326 0.86790 1.39944
N -1.58331 1.39587 -0.35618
C -3.28149 -0.22829 0.18457
C -2.87338 1.01184 -0.24842
C 0.73428 0.24052 0.11375
C 3.23021 0.33317 -0.29316
C 1.79389 0.56810 -0.84167
C -1.04091 -0.87863 0.13271
C 0.43618 -1.31942 0.22552
C -2.35254 -1.31975 0.36760
C -0.76665 0.41617 -0.26041
H 3.79100 1.17388 -0.13461
H 0.74116 -1.76966 -0.69627
H 0.80270 -1.87128 1.12578
H 3.00354 -0.15029 0.66476
H 1.49637 0.02431 -1.79703
H 0.02141 0.74996 1.86877
H 3.85417 -0.30412 -0.90371
H -4.33958 -0.30004 0.28460
H -2.79832 -2.23356 0.63778
H 1.75709 1.73577 -1.03693
H -3.48909 1.85754 -0.43689
```

=====

Version ii
Computed, not measured: C9H11NO in the gas phase, with wB97M-V/def2-TZVPD.

Values from the calculation:
SMILES string	N[C@H]1C[C@H]1Oc1ccccc1

Structure (XYZ):
```
22
C9H11NO (wB97M-V/def2-TZVPD)
O 0.45354 -1.18905 0.23548
N 2.13435 1.25908 1.02906
C -3.11002 -0.74615 0.28602
C 2.29164 0.46219 -0.26452
C -3.17019 0.63238 -0.06130
C 2.81322 -0.90810 -0.26072
C -0.82105 -0.58704 0.08191
C -1.98123 -1.32657 0.46930
C 1.34521 -0.70392 -0.66038
C -0.82845 0.72652 -0.27025
C -1.96139 1.44952 -0.29840
H 1.01130 -0.67112 -1.67530
H 3.04993 -1.32027 0.71419
H -0.00649 1.24915 -0.58869
H -1.91769 2.46762 -0.71089
H -4.00695 -1.47777 0.19632
H -4.14514 0.94532 -0.21845
H 1.81641 0.56910 1.77337
H -1.81988 -2.30907 0.83470
H 3.36364 -1.41421 -1.00751
H 2.49221 1.24788 -1.10836
H 2.99704 1.64449 1.50443
```

=====

Version iii
Computed, not measured: C9H11NO in the gas phase, with wB97M-V/def2-TZVPD.

Values from the calculation:
SMILES string	CO\C(C)=C/C=C\C=C\C#N

Structure (XYZ):
```
22
C9H11NO (wB97M-V/def2-TZVPD)
O 0.50400 -0.96327 0.98741
N 2.73533 -0.58054 -3.24458
C 1.80849 -0.23421 -2.63919
C -1.76622 0.82555 -0.05631
C 1.58837 0.85669 1.87348
C -1.70311 0.19561 -1.23935
C 0.67033 0.27241 -1.99715
C -0.55197 -0.30038 -1.90938
C -0.64523 -1.76238 1.07276
C -0.64855 1.15674 0.78950
C 0.41078 0.39270 1.10547
H -0.52442 2.09742 1.24188
H 2.45854 0.73929 1.11703
H -0.26610 -2.71576 1.45449
H -2.82506 1.21878 0.13981
H -2.59739 0.20709 -1.82428
H -0.72894 -1.34791 -2.13089
H 1.72259 1.88804 2.21859
H 1.76135 0.08615 2.67587
H -1.29307 -1.17656 1.79952
H 0.92983 1.14328 -1.44923
H -1.03954 -1.99874 0.01453
```

=====

Most stable = version i

=====

Version i
Computed, not measured: 5 unconnected molecules or ions with the total composition C10H30O5, with wB97M-V/def2-TZVPD.

Values from the calculation:
SMILES string	CCO.CCO.CCO.CCO.CCO

Structure (XYZ):
```
45
C10H30O5 (wB97M-V/def2-TZVPD)
O -0.95133 5.25710 3.05321
O 2.30639 -3.02239 -0.01287
O -0.84026 -1.64039 -2.85870
O 0.56728 1.51295 -0.26795
O 1.41195 -0.83194 -1.37608
C 1.38391 -1.93322 1.89760
C 2.32798 -0.18267 -2.27440
C 2.53019 -2.80307 1.34076
C -3.09677 4.23693 3.01104
C -1.63690 -3.62574 -1.85521
C 2.97121 -1.27923 -3.17682
C -0.82917 1.70307 -0.08976
C -1.18536 0.74476 1.16584
C -1.65155 -2.10302 -1.82218
C -2.23568 5.33869 2.34004
H -0.08965 -1.13015 -2.54591
H -2.59235 6.36109 2.46490
H 3.35523 -2.06167 -2.52228
H -0.46882 6.08633 3.01922
H -2.02508 5.14298 1.28864
H 1.35303 -2.02283 2.98347
H -0.62281 -4.00532 -1.98024
H -2.70584 3.29515 2.62589
H -2.25977 0.58914 1.26348
H 2.38037 -3.83206 1.66760
H 3.65670 -0.88409 -3.92653
H -3.04954 4.29434 4.09850
H -2.12998 -4.07922 -0.99537
H -1.00260 2.77782 -0.03548
H 3.08613 0.37671 -1.72631
H -0.78792 -0.26657 1.08023
H -1.27632 1.29266 -0.99514
H 0.82996 0.64689 -0.58817
H 0.43515 -2.23576 1.45440
H 1.85431 0.55004 -2.92776
H -4.13968 4.29374 2.69926
H -2.65306 -1.73464 -2.04436
H 3.54092 -2.43102 1.50840
H -0.71330 1.08282 2.08833
H 2.06401 -1.65706 -3.64833
H 1.76579 -1.65225 -1.02469
H -2.12047 -4.02367 -2.74735
H -1.20875 -1.71614 -0.90438
H 1.43569 -0.86925 1.66654
H 3.01663 -3.55986 -0.37105
```

=====

Version ii
Computed, not measured: a molecular structure, C10H30O5, with wB97M-V/def2-TZVPD.

Structure (XYZ):
```
45
C10H30O5 (wB97M-V/def2-TZVPD)
O 8.92474 -15.80111 -26.81292
O 3.61786 -19.41349 -24.55641
O 5.53517 -16.16759 -23.74677
O 0.97962 -17.29724 -23.69945
O 4.99117 -18.15831 -24.72936
C 2.21369 -17.32617 -24.44644
C 6.44456 -16.70622 -26.01444
C 5.63444 -17.99764 -25.94309
C 8.86330 -15.37829 -28.18997
C 5.17787 -21.10536 -25.39481
C 6.88940 -14.55435 -22.57504
C 3.09073 -16.13328 -23.96414
C 7.54225 -15.84746 -28.80833
C 6.86282 -15.71603 -23.68548
C 4.25262 -20.63615 -24.32105
H 4.36177 -18.87740 -24.82076
H 5.76985 -15.88308 -25.77927
H 2.14401 -17.32561 -25.53421
H 7.00524 -15.36032 -24.70591
H 4.05845 -16.37151 -24.40560
H 7.53909 -16.51741 -23.38788
H 3.35257 -16.11428 -22.90622
H 2.69622 -18.25090 -24.12999
H 6.44669 -13.59262 -22.83425
H 7.33762 -15.50570 -29.82293
H 7.64627 -16.93181 -28.77007
H 6.75051 -15.51261 -28.13816
H 6.54337 -14.94745 -21.61909
H 4.88481 -18.01413 -26.73422
H 5.48999 -16.84928 -24.42119
H 3.48645 -21.34684 -24.01120
H 6.79212 -16.44073 -27.01285
H 4.92663 -20.60364 -23.46504
H 9.29204 -16.68747 -26.78031
H 4.69407 -21.20693 -26.36626
H 2.69171 -15.15095 -24.21695
H 5.75986 -21.98586 -25.12260
H 2.84496 -19.36150 -23.98937
H 5.90270 -20.30611 -25.54955
H 9.04565 -14.30887 -28.29574
H 0.85048 -18.22932 -23.50930
H 7.30233 -16.58581 -25.35276
H 9.67052 -15.83340 -28.76389
H 7.96822 -14.47420 -22.44159
H 6.23387 -18.88664 -26.13920
```

=====

Version iii
Computed, not measured: 5 unconnected molecules or ions with the total composition C10H30O5, with wB97M-V/def2-TZVPD.

Values from the calculation:
SMILES string	CCO.CCO.CCO.CCO.CCO

Structure (XYZ):
```
45
C10H30O5 (wB97M-V/def2-TZVPD)
O -9.86920 -7.04990 24.26422
O -4.94833 -0.56459 25.25317
O -5.10087 -7.07464 22.01046
O -1.40264 -10.09735 27.04411
O -4.14053 -10.98188 13.01035
C -2.77868 -11.10949 12.73035
C -4.57495 -7.89049 21.01030
C -3.14181 -7.46386 20.51102
C -2.62899 -9.36739 26.66957
C -2.28346 -7.88241 26.95416
C -9.34288 -7.29500 26.53975
C -1.91383 -9.98943 13.29051
C -5.86485 -1.65827 25.43020
C -9.99229 -7.97586 25.33172
C -7.19701 -1.41321 24.61435
H -9.54339 -8.93865 25.08755
H -7.93737 -2.06584 25.07701
H -7.57592 -0.39772 24.72969
H -1.95243 -9.84619 14.37036
H -6.97297 -1.68190 23.58201
H -2.16494 -9.04159 12.81445
H -5.97663 -1.73801 26.51152
H -2.47201 -7.66141 21.34795
H -2.86679 -11.00374 11.64908
H -5.20904 -7.77902 20.13075
H -2.33653 -12.04863 13.06292
H -1.31544 -10.89271 26.51364
H -4.64582 -11.73570 12.69723
H -4.25951 -0.82102 25.87072
H -3.41762 -9.66210 27.36189
H -10.52313 -7.38643 23.64719
H -0.92134 -10.20474 12.89464
H -4.66482 -8.92012 21.35654
H -1.52637 -7.51503 26.26138
H -6.04110 -7.26367 22.05346
H -8.25969 -7.19014 26.47804
H -11.06882 -8.06218 25.47908
H -3.06528 -9.66405 25.71577
H -5.52986 -2.60701 25.01094
H -1.97642 -7.78686 27.99565
H -9.74769 -6.30045 26.72718
H -3.15883 -7.24525 26.82827
H -3.18273 -6.38024 20.40058
H -9.59530 -7.83982 27.44943
H -2.76682 -8.05785 19.67756
```

=====

Most stable = version i

=====

Version i
Computed, not measured: a gas-phase ion, C2H4O3P (charge -1), with wB97M-V/def2-TZVPD.

Values from the calculation:
SMILES string	C[C@]([O-])(O)P=O
charge	-1

Structure (XYZ):
```
10
C2H4O3P (wB97M-V/def2-TZVPD)
P -2.56616 0.52691 0.56053
O -1.01799 -0.74511 -1.33600
O -1.04532 -1.60932 0.79056
O -3.39955 0.17842 -0.55967
C -0.84948 -0.52871 0.10784
C 0.48310 0.27225 0.41347
H -1.03660 -1.64282 -1.63438
H 0.66461 1.07759 -0.24386
H 1.11082 -0.56405 0.22625
H 0.33733 0.46460 1.46852
```

=====

Version ii
Computed, not measured: a molecular structure, C2H4O3P, with wB97M-V/def2-TZVPD.

Values from the calculation:
charge	-1

Structure (XYZ):
```
10
C2H4O3P (wB97M-V/def2-TZVPD)
P -1.32755 0.08796 0.11997
O -2.00910 1.02834 1.09503
O -0.14212 1.31115 -0.96508
O -2.11524 -1.18932 -0.23867
C 0.40810 -0.55971 0.44886
C 0.96025 0.48686 -0.52568
H 0.58432 -0.58650 1.54871
H 0.48483 -1.55997 0.09719
H 1.38497 -0.15232 -1.30106
H 1.77154 1.13352 -0.27926
```

=====

Version iii
Computed, not measured: 2 unconnected molecules or ions with the total composition C2H4O3P, with wB97M-V/def2-TZVPD.

Values from the calculation:
charge	-1

Structure (XYZ):
```
10
C2H4O3P (wB97M-V/def2-TZVPD)
P -1.74304 0.36265 -0.13948
O 0.04722 -1.66386 0.04844
O 1.12110 1.60542 -0.39890
O 2.16012 -0.37854 -0.10776
C -0.13270 -0.35706 0.18183
C 1.20947 0.42096 -0.10750
H -1.22646 1.64539 -0.08200
H -1.66795 0.39358 -1.54660
H 1.04284 -1.74337 0.10387
H -0.81060 -0.28517 2.04811
```

=====

Most stable = version ii

=====

Version i
Computed, not measured: C2H4S2 in the gas phase, with wB97M-V/def2-TZVPD.

Values from the calculation:
SMILES string	CSC=S

Structure (XYZ):
```
8
C2H4S2 (wB97M-V/def2-TZVPD)
S -0.31500 -0.11794 -0.97969
S 0.51817 1.30824 1.44981
C -0.43556 -1.84462 -1.41801
C 0.11493 -0.09699 0.71562
H -1.47590 -2.16180 -1.26294
H -0.01082 -1.03475 1.27130
H 0.32917 -2.34439 -0.86920
H -0.16928 -1.85426 -2.44670
```

=====

Version ii
Computed, not measured: C2H4S2 in the gas phase, with wB97M-V/def2-TZVPD.

Values from the calculation:
SMILES string	CC(=S)S

Structure (XYZ):
```
8
C2H4S2 (wB97M-V/def2-TZVPD)
S -1.79824 0.99331 -0.09673
S -0.64021 -1.88122 -0.14419
C 0.88662 0.55118 -0.09233
C -0.48127 0.14346 -0.06725
H 1.55311 -0.03060 -0.76941
H 0.96115 1.70421 -0.25683
H 1.29562 0.16706 0.88711
H -1.77678 -1.64739 0.53961
```

=====

Version iii
Computed, not measured: C2H4S2 in the gas phase, with wB97M-V/def2-TZVPD.

Values from the calculation:
SMILES string	CC(=S)S

Structure (XYZ):
```
8
C2H4S2 (wB97M-V/def2-TZVPD)
S -2.31529 0.31158 -0.11277
S -0.20211 0.46603 1.88774
C 0.32771 -0.22482 -0.74319
C -0.73805 0.16133 0.24828
H -0.12108 -0.37656 -1.75186
H 1.08096 0.54580 -0.78422
H 1.12709 0.24280 1.70867
H 0.84077 -1.12617 -0.45264
```

=====

Most stable = version iii